Formula: C18H22B2F4N7O6V
Source: the OMol25 dataset
Level of theory: ωB97M-V with the def2-TZVPD basis set

Calculated values
LUMO level (alpha / beta) ... -8.135 / -8.182 eV
M ... 581.0 g/mol
<S²> ... 2.0313
HOMO level (alpha / beta) ... -15.909 / -15.953 eV
Max |F| ... 0.0122 hartree/bohr
Multiplicity ... 3
Relative energy (zero: lowest compared OMol25 entry of this formula, charge and spin) ... 0.0 kJ/mol
Charge ... +2
HOMO-LUMO gap (alpha / beta) ... 7.77 / 7.77 eV

```
60
Properties=species:S:1:pos:R:3:nbo_charge:R:1
V -0.14 -0.39 0.00 1.193
C -4.28 -1.52 0.15 -0.691
C -3.03 -0.75 0.33 0.357
N -1.92 -0.94 -0.24 -0.091
O -1.32 -1.97 -0.80 -0.410
B -1.45 -2.13 -2.56 1.319
F -1.39 -3.43 -2.77 -0.468
F -2.61 -1.46 -2.77 -0.507
O -0.24 -1.41 -2.90 -0.530
N -0.13 -0.27 -2.18 -0.147
C 0.09 0.81 -2.83 0.388
C 0.14 0.93 -4.31 -0.711
C 0.33 1.95 -1.92 0.290
N 0.26 1.62 -0.69 -0.097
O 0.56 2.60 0.20 -0.534
B -0.59 3.18 0.89 1.284
F -1.62 3.47 0.05 -0.512
F -0.19 4.08 1.79 -0.483
O -1.25 1.94 1.81 -0.355
N -1.49 0.88 1.14 -0.049
C -2.76 0.23 1.47 0.353
C -3.87 1.12 1.94 -0.665
C 0.61 3.33 -2.38 -0.692
H -4.17 -2.26 -0.64 0.278
H -5.09 -0.83 -0.11 0.286
H -4.56 -2.01 1.08 0.276
H 0.01 -0.03 -4.78 0.279
H 1.09 1.37 -4.62 0.265
H -0.66 1.61 -4.63 0.277
H -3.47 1.93 2.54 0.278
H -4.59 0.55 2.52 0.264
H -4.38 1.55 1.07 0.257
H 0.58 3.41 -3.46 0.251
H 1.59 3.64 -2.02 0.279
H -0.12 4.02 -1.94 0.290
N 2.79 -5.88 1.51 -0.185
C 2.74 -4.93 0.86 0.219
C 2.69 -3.74 0.06 -0.155
C 3.64 -3.47 -0.92 -0.066
C 3.51 -2.29 -1.64 -0.209
C 2.45 -1.45 -1.38 0.078
N 1.53 -1.72 -0.44 -0.472
C 1.65 -2.85 0.27 0.110
H 4.45 -4.16 -1.10 0.266
H 4.23 -2.03 -2.41 0.260
H 2.34 -0.52 -1.92 0.206
H 0.90 -3.05 1.02 0.238
O -2.44 -0.70 2.65 -0.451
C -1.38 -1.46 2.61 0.726
O -0.48 -1.45 1.78 -0.597
H -1.34 -2.16 3.44 0.204
C 2.46 2.81 3.48 -0.590
C 2.95 1.42 3.04 -0.534
C 2.03 0.81 2.10 0.596
N 1.31 0.35 1.33 -0.440
H 3.16 3.21 4.21 0.251
H 1.48 2.76 3.94 0.228
H 2.41 3.50 2.64 0.235
H 3.05 0.75 3.89 0.279
H 3.93 1.48 2.55 0.281
```